# 1
Density functional theory data (ωB97M-V/def2-TZVPD) for a structure of composition C16H43ClHgO6Si2 at a distorted geometry.

Element x y z (Å)
O  1.14966  1.21212  -0.67328
O  -0.96987  1.36246  -2.19435
C  1.58915  2.61224  -0.17160
C  2.86816  2.41990  0.58349
H  0.74619  2.93794  0.44184
H  1.68442  3.22984  -1.06932
H  2.78695  1.63828  1.34563
H  3.11065  3.35500  1.09160
H  3.69845  2.18642  -0.08842
C  2.05920  0.59830  -1.75059
C  2.29120  1.53546  -2.89770
H  1.53653  -0.31999  -2.02018
H  2.96951  0.35573  -1.19613
H  1.35824  1.77362  -3.41824
H  2.95585  1.04804  -3.61776
H  2.78386  2.46132  -2.58772
C  -1.51397  0.15221  -2.77221
C  -1.82352  2.52295  -2.18598
C  -0.93407  -0.09652  -4.14176
H  -2.61116  0.22641  -2.81184
H  -1.24784  -0.65617  -2.08059
H  -1.20888  0.70485  -4.83495
H  -1.32994  -1.04101  -4.53129
H  0.15854  -0.17101  -4.10289
C  -1.86406  3.21048  -3.53124
H  -1.40264  3.17705  -1.41644
H  -2.83130  2.22217  -1.86447
H  -0.85391  3.40824  -3.90745
H  -2.38040  4.16830  -3.41574
H  -2.40842  2.61165  -4.26876
H  0.19410  1.25651  -1.04025
Hg  0.34089  -0.45328  1.53042
C  -1.27750  0.80639  0.98189
Si  -2.81614  0.87647  2.06891
H  -0.91618  1.84628  0.93126
H  -1.60914  0.50334  -0.02052
C  -3.22940  2.69368  2.36336
C  -2.76388  0.08420  3.75680
C  -4.25287  0.07924  1.15022
C  2.14212  -1.50463  1.83129
Si  2.49051  -3.01710  0.77218
H  2.08059  -1.79319  2.89349
H  2.97794  -0.78778  1.74262
C  3.96314  -2.62871  -0.32501
C  1.01991  -3.45686  -0.30693
C  2.82411  -4.51974  1.83206
H  -4.06074  0.03415  0.06940
H  -5.17099  0.66449  1.30856
H  -4.42220  -0.94148  1.52595
H  -2.42365  3.18898  2.92588
H  -4.15893  2.76855  2.94656
H  -3.37854  3.22354  1.41186
H  -1.75501  0.01073  4.18002
H  -3.18068  -0.93159  3.73933
H  -3.38656  0.68192  4.43835
H  1.11199  -3.01025  -1.30594
H  0.07763  -3.13450  0.15913
H  0.97831  -4.54941  -0.41935
H  2.85178  -5.42079  1.20365
H  2.03313  -4.63559  2.59152
H  3.79211  -4.42727  2.34079
H  4.39180  -3.56363  -0.71163
H  4.74037  -2.10541  0.24795
H  3.67428  -1.99805  -1.17714
O  -1.82222  -3.29392  4.49643
Cl  -0.65629  -2.95459  3.70577
O  0.38831  -3.95601  3.86790
O  -1.03127  -2.85527  2.26970
O  -0.12741  -1.62574  4.11183

Atoms 1-3, force components in eV/Å:
O 0.72 1.07 -0.95
O -0.01 -0.01 0.04
C -0.43 -1.20 -0.46

Results
Kohn-Sham gap: 7.91 eV
HOMO: -8.236 eV
F_max: 1.601 eV Å⁻¹
total energy: -2279.134885 Eh

These are the Löwdin partial charges, in e, on atoms 1 to 4: -0.1764, -0.2608, -0.1163, -0.0490

=====

# 2
Density functional theory data (ωB97M-V/def2-TZVPD) for a cluster of 2 separate species, C5H13NO in total at a distorted geometry.

Element x y z (Å)
C  -1.72016  1.53701  1.00554
N  -1.49378  0.70586  -0.16044
C  -0.30875  0.99321  -0.93927
C  2.71104  -1.26371  0.04464
C  1.54557  -0.65447  -0.68942
C  0.94587  0.46145  -0.28708
H  -1.13570  1.14983  1.85230
H  -1.43323  2.57075  0.83845
H  -2.74172  1.38904  1.32674
H  -2.33320  0.51980  -0.70677
H  -0.24519  2.06536  -1.14458
H  -0.38611  0.53091  -1.92736
H  2.62027  -2.34132  0.13841
H  3.64246  -1.12262  -0.51280
H  2.80429  -0.80249  1.02375
H  1.24393  -1.14892  -1.60428
H  1.28371  0.99245  0.59171
H  -1.54626  -1.09127  0.51827
H  -1.72185  -2.45931  -0.11636
O  -1.73119  -2.03155  0.74852

Atoms 1-3, force components in eV/Å:
C 0.43 -1.00 0.04
N 0.17 -0.65 0.33
C 0.14 -0.02 -0.27

Results
Kohn-Sham gap (spin up / spin down): 2.56 / 8.86 eV
HOMO (spin up / spin down): 1.274 / -5.139 eV
F_max: 1.088 eV Å⁻¹
2S+1: 2
⟨S²⟩: 0.75
charge: -1
total energy: -328.218498 Eh

These are the Löwdin partial charges, in e, on atoms 1 to 4: -0.2913, -0.1771, -0.4204, -0.1369

=====

# 3
Density functional theory data (ωB97M-V/def2-TZVPD) for a structure of composition C31H43N4O4PdS3SeSi at a distorted geometry.

Element x y z (Å)
Pd  -0.30725  0.45910  -1.19292
C  -2.15583  -2.01485  -2.87554
Si  -1.95256  -1.41843  -1.10147
C  -3.80133  -1.11924  -0.55599
C  -4.26386  0.15914  -1.25870
C  -4.72972  -2.25608  -1.01106
C  -3.99308  -0.91573  0.95192
C  -1.11399  -2.92348  -0.20626
C  -1.85958  -4.24576  -0.43296
C  0.28640  -3.04303  -0.82376
C  -0.94202  -2.72319  1.30435
H  -2.77790  -2.91377  -2.93507
H  -1.18308  -2.22548  -3.32123
H  -2.61075  -1.22698  -3.48396
H  -4.17949  0.08898  -2.34965
H  -3.66978  1.00646  -0.92337
H  -5.31687  0.36426  -1.00958
H  -4.69209  -2.40843  -2.09304
H  -5.76836  -1.99689  -0.74866
H  -4.49964  -3.20498  -0.52647
H  -3.44168  -0.04498  1.31220
H  -3.68624  -1.78803  1.53050
H  -5.05946  -0.74287  1.16605
H  -2.05031  -4.44186  -1.49284
H  -2.81325  -4.27081  0.09727
H  -1.25060  -5.07859  -0.04385
H  0.24857  -3.14401  -1.91514
H  0.79861  -3.93038  -0.41874
H  0.89505  -2.16999  -0.57269
H  -1.89478  -2.62077  1.82441
H  -0.33276  -1.84594  1.51960
H  -0.42225  -3.59313  1.73754
C  -3.23837  4.85732  -1.94807
C  -3.18215  3.58828  -1.11275
S  -1.69311  2.60705  -1.54433
O  -1.62374  2.69574  -3.03459
C  -0.44544  3.78609  -0.86056
C  0.52490  4.18436  -1.96310
H  -4.26500  5.22753  -1.99335
H  -2.90562  4.64165  -2.96532
H  -2.61030  5.65025  -1.53651
H  -4.01519  2.92230  -1.34575
H  -3.15165  3.74745  -0.03261
H  0.04591  3.26563  -0.04077
H  -0.97605  4.64414  -0.44478
H  0.93852  3.31646  -2.47679
H  1.34885  4.75769  -1.53298
H  0.03402  4.78794  -2.72459
O  -2.05287  2.24534  1.31411
C  -1.13713  1.55707  1.72406
N  -0.09549  1.06764  0.98016
S  1.09619  0.52761  1.97136
O  1.57224  -0.76974  1.58264
O  2.09688  1.54742  2.19906
C  0.10815  0.46603  3.44248
C  0.40322  -0.02167  4.70052
C  -0.54773  0.16920  5.69493
C  -1.73584  0.84448  5.42470
C  -2.00047  1.34011  4.15121
C  -1.06045  1.13170  3.16560
H  1.33405  -0.54094  4.89775
H  -0.36426  -0.21114  6.69274
H  -2.46248  0.97998  6.21675
H  -2.91624  1.87098  3.91697
S  6.60279  0.05671  -1.29192
C  4.81931  0.18681  -1.34986
C  4.05618  -0.80170  -1.94771
C  2.67777  -0.68110  -1.91665
N  2.05399  0.33438  -1.32626
C  2.79301  1.29801  -0.78924
C  4.17867  1.27245  -0.78160
C  6.73155  -0.84964  0.24525
C  6.75032  -0.18556  1.46066
C  6.84074  -0.93632  2.62560
N  6.91902  -2.26716  2.64428
C  6.89860  -2.89171  1.46637
C  6.80812  -2.23323  0.24665
H  4.52096  -1.65086  -2.43094
H  2.04366  -1.41769  -2.39121
H  2.26294  2.12002  -0.32539
H  4.73739  2.07714  -0.32164
H  6.68580  0.89452  1.50047
H  6.84952  -0.44290  3.59251
H  6.95519  -3.97530  1.49881
H  6.79468  -2.78519  -0.68484
Se  1.89757  1.46858  -5.05560
C  0.71109  0.64313  -4.01455
N  -0.07236  0.11242  -3.32229

Atoms 1-3, force components in eV/Å:
Pd -0.14 0.01 0.37
C 0.03 0.06 -0.27
Si -0.26 -0.55 0.13

Results
Kohn-Sham gap (spin up / spin down): 5.96 / 6.49 eV
HOMO (spin up / spin down): -3.777 / -4.741 eV
F_max: 1.038 eV Å⁻¹
2S+1: 3
⟨S²⟩: 2.01
charge: -1
total energy: -5740.478083 Eh

These are the Löwdin partial charges, in e, on atoms 1 to 4: 0.6255, -0.2353, 0.7150, -0.6386

=====

# 4
Density functional theory data (ωB97M-V/def2-TZVPD) for the ion C9H15N3 with charge +2 at a distorted geometry.

Element x y z (Å)
C  1.28208  1.18761  -1.68484
C  -1.03151  1.31570  -1.03762
C  0.95377  2.00199  -2.73059
C  -1.24513  2.12349  -2.16445
C  0.23256  0.76156  -0.67748
C  1.62536  -0.82812  0.66067
C  1.08976  -2.13215  0.90593
C  -1.18235  -1.38620  1.44152
C  -1.65756  -0.20494  2.24801
N  -0.24794  2.48518  -2.94927
N  0.55828  0.14780  0.41006
N  -0.03094  -2.11087  1.92310
H  2.26628  0.81315  -1.66110
H  -1.90333  0.88543  -0.62315
H  1.74707  2.21910  -3.37571
H  -2.26359  2.47812  -2.42067
H  2.06910  -0.45762  1.62720
H  2.50826  -0.85280  -0.05365
H  0.61451  -2.50690  -0.04655
H  1.87170  -2.82326  1.14493
H  -1.73285  -1.82740  0.60819
H  -1.26891  0.75150  1.77298
H  -1.30409  -0.17284  3.37046
H  -2.76111  -0.01349  2.23165
H  -0.44100  2.96156  -3.80145
H  -0.01581  -3.13955  2.09704
H  0.26738  -1.67605  2.78477

Atoms 1-3, force components in eV/Å:
C -2.70 -0.48 1.22
C 0.07 -0.16 -1.14
C 1.77 -1.23 1.39

Results
Kohn-Sham gap (spin up / spin down): 8.48 / 6.37 eV
HOMO (spin up / spin down): -16.656 / -16.093 eV
F_max: 5.429 eV Å⁻¹
charge: +2
total energy: -515.457436 Eh

These are the Löwdin partial charges, in e, on atoms 1 to 4: 0.0899, 0.0437, -0.0400, 0.0002

=====

# 5
Density functional theory data (ωB97M-V/def2-TZVPD) for the ion C5H7N2 with charge +1 at a distorted geometry.

Element x y z (Å)
C  -1.65444  -0.55942  0.12791
C  -1.33622  -1.80267  -0.12131
C  -1.40196  0.79231  -0.23152
C  1.01998  1.18835  0.06131
C  1.43503  -0.07309  0.17987
N  -0.29638  1.54833  -0.02867
N  2.24995  -0.99231  -0.14599
H  -2.61478  -0.50073  0.67143
H  -1.54481  -2.71892  0.38584
H  -2.27338  1.37589  -0.48861
H  1.71210  1.99395  0.26836
H  -0.44735  2.54767  -0.10153
H  2.80885  -0.97278  -0.99978
H  2.34341  -1.82658  0.42269

Atoms 1-3, force components in eV/Å:
C -0.82 -0.36 0.18
C 1.24 0.58 -0.12
C 0.56 1.16 0.03

Results
Kohn-Sham gap (spin up / spin down): 8.03 / 6.34 eV
HOMO (spin up / spin down): -12.782 / -11.297 eV
F_max: 1.374 eV Å⁻¹
charge: +1
total energy: -303.754613 Eh

These are the Löwdin partial charges, in e, on atoms 1 to 4: -0.2191, 0.1738, -0.0561, -0.0611

=====

# 6
Density functional theory data (ωB97M-V/def2-TZVPD) for a structure of composition C13H30F3IO5Zn at a distorted geometry.

Element x y z (Å)
Zn  -20.79739  -9.84344  -14.07780
I  -21.17272  -12.47827  -14.39243
C  -19.56754  -9.70183  -11.01685
O  -20.36297  -10.82015  -10.71348
O  -19.92748  -9.29944  -12.28237
C  -19.39676  -8.68586  -9.85358
F  -18.91703  -9.35749  -8.79222
F  -18.58031  -7.70505  -10.13820
F  -20.62804  -8.12918  -9.52011
C  -19.95452  -11.92670  -9.87166
C  -21.15871  -12.76178  -9.60814
H  -21.97311  -12.17925  -9.17744
H  -21.46012  -13.13150  -10.58823
H  -20.94054  -13.72382  -9.14448
H  -19.62013  -11.60205  -8.88632
H  -19.29822  -12.68530  -10.29814
H  -18.57270  -10.12007  -11.17009
C  -20.44005  -6.81623  -17.00030
C  -20.62236  -6.83840  -15.54381
C  -21.57198  -5.79170  -14.91803
O  -21.18280  -8.14999  -15.37064
H  -21.31868  -6.94295  -17.63279
H  -19.60568  -7.48703  -17.20515
H  -20.03331  -5.84450  -17.28028
H  -19.70653  -6.89566  -14.95554
H  -22.46316  -5.67722  -15.53511
H  -21.25210  -4.76016  -15.06538
H  -21.77867  -5.85925  -13.84995
H  -22.04677  -8.15837  -15.78907
C  -24.33194  -7.61447  -13.22599
C  -23.25277  -8.46000  -12.58737
C  -23.56110  -9.14755  -11.25211
O  -22.79472  -9.36110  -13.57884
H  -24.91522  -7.02804  -12.51607
H  -25.04578  -8.37638  -13.53910
H  -23.99390  -7.01258  -14.06953
H  -22.33138  -7.97434  -12.26602
H  -23.69606  -10.20784  -11.46580
H  -24.37694  -8.72773  -10.66369
H  -22.71351  -9.08227  -10.56990
H  -23.62420  -9.63910  -13.97417
C  -16.98066  -10.77755  -14.26871
C  -17.55805  -9.56104  -14.99006
C  -16.89066  -9.11649  -16.21520
O  -18.85479  -9.90390  -15.51120
H  -16.74694  -11.64854  -14.88095
H  -17.63484  -11.09729  -13.45758
H  -16.03316  -10.44104  -13.84787
H  -17.67836  -8.72815  -14.29730
H  -16.81338  -9.82276  -17.04183
H  -15.85088  -8.82710  -16.06282
H  -17.27822  -8.21290  -16.68576
H  -18.65523  -10.52735  -16.21341

Atoms 1-3, force components in eV/Å:
Zn 1.14 1.35 1.57
I -0.01 -0.04 0.15
C 1.57 -2.22 -2.30

Results
Kohn-Sham gap (spin up / spin down): 8.79 / 4.08 eV
HOMO (spin up / spin down): -11.779 / -11.744 eV
F_max: 3.565 eV Å⁻¹
2S+1: 2
⟨S²⟩: 0.75
charge: +1
total energy: -3265.849188 Eh

These are the Löwdin partial charges, in e, on atoms 1 to 4: 0.5266, 0.6637, -0.4218, -0.0989